{"formula": "C5H8O2", "method": "the ωB97M-V functional and the def2-TZVPD basis", "smiles": "C=C(O)C1(O)CC1", "de_lowest_ev": 1.807, "homo_lumo_gap_ev": 9.36, "mol_weight_da": 100.117, "charge": 0, "elements": ["C", "C", "O", "C", "O", "C", "C", "H", "H", "H", "H", "H", "H", "H", "H"], "coordinates": [[1.3374, 0.5448, -1.1940], [0.9819, -0.2099, -0.1537], [1.8132, -1.1232, 0.4298], [-0.3563, -0.2294, 0.5256], [-0.4169, -0.9782, 1.7030], [-1.6004, -0.1798, -0.3260], [-1.2097, 0.9983, 0.5253], [0.6394, 1.2473, -1.6322], [2.3293, 0.4818, -1.6337], [2.6607, -1.1132, -0.0322], [0.3223, -1.6003, 1.6899], [-2.4349, -0.7877, 0.0111], [-1.4746, -0.1059, -1.4029], [-0.8183, 1.8936, 0.0502], [-1.7732, 1.1618, 1.4396]]}


{"formula": "C5H8O2", "method": "the ωB97M-V functional and the def2-TZVPD basis", "smiles": "C1CO[C@@H]2C[C@@H]2O1", "de_lowest_ev": 2.840, "homo_lumo_gap_ev": 10.46, "mol_weight_da": 100.117, "charge": 0, "elements": ["C", "C", "O", "C", "C", "C", "O", "H", "H", "H", "H", "H", "H", "H", "H"], "coordinates": [[-0.9281, 1.0716, -0.5587], [-1.6981, -0.0572, 0.1087], [-0.7331, -0.9965, 0.5586], [0.5030, -0.9693, -0.1060], [1.6358, -0.7286, 0.8182], [1.2184, 0.3999, -0.0833], [0.2306, 1.3430, 0.2376], [-0.6520, 0.7607, -1.5806], [-1.4963, 1.9965, -0.6188], [-2.2365, 0.3114, 0.9907], [-2.4378, -0.5425, -0.5512], [0.5254, -1.5859, -0.9960], [1.4752, -0.6399, 1.8817], [2.5393, -1.2506, 0.5080], [2.0541, 0.8874, -0.6090]]}


{"formula": "C5H8O2P", "method": "the ωB97M-V functional and the def2-TZVPD basis", "de_lowest_ev": 4.056, "homo_lumo_gap_ev": 6.65, "mol_weight_da": 131.091, "charge": -1, "elements": ["C", "C", "C", "C", "C", "O", "O", "P", "H", "H", "H", "H", "H", "H", "H", "H"], "coordinates": [[-2.2276, 1.4203, 0.5219], [-1.7076, 0.5829, -0.3799], [-1.0392, -1.7507, -1.0201], [-1.5695, -0.8123, -0.1772], [1.5474, 0.2971, 1.2018], [3.8335, 1.4892, -0.5916], [3.3968, -0.9650, -0.1714], [2.9315, 0.5496, 0.2303], [-2.0463, 2.5009, 0.3510], [-2.3623, 1.0712, 1.4561], [-1.2477, 1.0132, -1.2444], [-0.8464, -2.7916, -0.6082], [-0.5302, -1.3837, -2.0222], [-1.9254, -1.1288, 0.7896], [1.0470, 1.2332, 1.2176], [2.7460, -1.3253, 0.4466]]}


{"formula": "C5H8O2S", "method": "the ωB97M-V functional and the def2-TZVPD basis", "smiles": "OCC[C@@H]1OC=CS1", "de_lowest_ev": 1.596, "homo_lumo_gap_ev": 8.86, "mol_weight_da": 132.184, "charge": 0, "elements": ["O", "C", "C", "C", "O", "C", "C", "S", "H", "H", "H", "H", "H", "H", "H", "H"], "coordinates": [[2.7338, 0.8103, -0.0515], [2.4450, -0.5443, 0.0099], [1.0509, -0.8233, 0.6209], [0.0159, -0.4036, -0.3764], [-0.0765, 1.0761, -0.2565], [-1.3206, 1.4728, 0.1424], [-2.2555, 0.5559, 0.2671], [-1.6424, -1.0310, -0.1691], [2.0064, 1.1559, -0.5375], [2.5624, -1.0248, -0.9731], [3.2201, -0.9598, 0.6693], [0.9398, -1.8522, 0.8950], [0.9058, -0.2570, 1.4988], [0.3539, -0.5536, -1.4559], [-1.4316, 2.5458, 0.2391], [-3.1503, 0.8052, 0.8514]]}